# C4H6INO

A single C4H6INO molecule (ωB97M-V with the def2-TZVPD basis set, OMol25).

Element x y z (Å)
1 H -0.0924 0.1798 1.2840
2 C 0.4586 0.5471 -0.7739
3 H 0.6572 -1.5129 -0.2801
4 N -0.4679 2.1912 -2.4838
5 C 0.2966 -0.9827 -1.1935
6 C 0.0804 1.4534 -1.8411
7 O 1.8145 0.6572 -0.3912
8 H 1.9926 1.3532 0.1703
9 H -0.4717 1.8876 0.9261
10 I 1.4898 -1.4626 -2.9588
11 C -0.4678 0.8079 0.4651
12 H -0.8107 -1.1717 -1.4115
13 H -1.3544 0.5386 -0.0699

## Properties
2S+1   1
Gap between HOMO and LUMO   9.89 eV
Molar mass   211.0 u
E_tot   -583.654847 hartree
Highest occupied orbital energy   -9.689 eV

These are the natural (NBO) partial charges, in e, on atoms 1 to 4: atom 1 (H): 0.23, atom 2 (C): 0.13, atom 3 (H): 0.24, atom 4 (N): -0.29



# C4H6INO

2 unconnected molecules or ions with the total composition C4H6INO (ωB97M-V with the def2-TZVPD basis set, OMol25).

Element x y z (Å)
1 H -0.6567 2.3683 -0.7044
2 I -3.4374 -0.2749 0.5279
3 H 1.7160 0.6739 1.9933
4 C -1.6763 1.9458 -0.7070
5 H -2.3864 2.5871 -1.1704
6 H 1.7517 -2.3566 0.4443
7 C 0.3566 -0.0806 0.7431
8 O 0.3190 -0.9207 -0.1936
9 C -1.8335 0.9395 0.0324
10 H 1.1597 -2.4602 -1.2025
11 N 0.9260 0.7012 1.4420
12 H 2.2976 -1.3435 -0.7784
13 C 1.4636 -1.7794 -0.4266

## Properties
2S+1   1
Gap between HOMO and LUMO (alpha / beta)   7.52 / 7.30 eV
Molar mass   211.0 u
E_tot   -583.480838 hartree
Highest occupied orbital energy (alpha / beta)   -7.146 / -7.020 eV

These are the natural (NBO) partial charges, in e, on atoms 1 to 4: atom 1 (H): 0.21, atom 2 (I): 0.11, atom 3 (H): 0.39, atom 4 (C): -0.56



# C4H6INO

A single C4H6INO molecule (ωB97M-V with the def2-TZVPD basis set, OMol25).

Element x y z (Å)
1 C 0.2083 -0.8696 0.9492
2 H -1.2645 1.7272 -0.5389
3 H 0.5629 1.8114 -1.0524
4 C -0.2639 1.0671 -0.7035
5 O -0.3930 1.3051 1.5253
6 C -3.1562 0.4174 2.0097
7 H -0.7225 -1.5889 0.6842
8 C -2.1082 0.9453 1.7591
9 I -4.9697 -0.4169 1.7496
10 H -0.5666 0.2746 -1.4148
11 N 0.1103 0.5450 0.6247
12 H 1.1265 -1.2925 0.4243
13 H 0.2434 -0.8512 2.0837

## Properties
2S+1   3
Gap between HOMO and LUMO (alpha / beta)   7.18 / 6.28 eV
Molar mass   211.0 u
E_tot   -583.333642 hartree
Highest occupied orbital energy (alpha / beta)   -6.576 / -8.645 eV

These are the natural (NBO) partial charges, in e, on atoms 1 to 4: atom 1 (C): -0.49, atom 2 (H): 0.26, atom 3 (H): 0.23, atom 4 (C): -0.48



# C4H6INO2

A single C4H6INO2 molecule (ωB97M-V with the def2-TZVPD basis set, OMol25).

Element x y z (Å)
1 H -0.3768 1.9224 -0.6339
2 C -1.1732 0.1084 1.0220
3 O -1.6019 1.1467 1.4757
4 C 0.3996 1.0905 -0.6607
5 C 1.3913 1.2654 0.4302
6 H -2.1884 -0.8441 2.2534
7 H 0.9836 0.9513 -1.6166
8 C -0.3575 -0.1402 -0.1253
9 H 0.1558 -2.0097 0.3241
10 N 0.1597 -1.3825 -0.3573
11 H 1.3645 1.6561 1.4666
12 I 3.1262 -0.0961 0.1677
13 H 0.4171 -1.8483 -1.2852
14 O -1.6605 -1.0845 1.4544

## Properties
2S+1   1
Gap between HOMO and LUMO (alpha / beta)   7.80 / 7.66 eV
Molar mass   227.0 u
E_tot   -658.848458 hartree
Highest occupied orbital energy (alpha / beta)   -8.129 / -7.776 eV

These are the natural (NBO) partial charges, in e, on atoms 1 to 4: atom 1 (H): 0.26, atom 2 (C): 0.68, atom 3 (O): -0.61, atom 4 (C): -0.55



# C4H6KO3

A molecular structure, C4H6KO3 (ωB97M-V with the def2-TZVPD basis set, OMol25).

Element x y z (Å)
1 H -3.0378 0.4896 0.9840
2 H -1.9186 0.0007 -1.4921
3 K 1.6717 1.3178 -0.3770
4 C -1.7878 0.0884 -0.4103
5 H 1.6021 -1.6194 1.0970
6 H 0.0189 -1.4912 -1.5554
7 H 2.0803 -2.3289 -0.5664
8 C 1.3690 -1.7676 0.0390
9 C -0.7746 -0.5283 0.2328
10 O -2.7304 0.8526 0.1439
11 O 2.1430 3.0803 1.1138
12 O 1.8173 3.6410 -0.0344
13 H -0.6714 -0.4215 1.3180
14 C 0.2185 -1.3136 -0.4929

## Properties
2S+1   2
Gap between HOMO and LUMO (alpha / beta)   6.57 / 6.06 eV
Molar mass   141.2 u
E_tot   -981.506084 hartree
Highest occupied orbital energy (alpha / beta)   -6.710 / -6.191 eV

These are the natural (NBO) partial charges, in e, on atoms 1 to 4: atom 1 (H): 0.49, atom 2 (H): 0.18, atom 3 (K): 0.94, atom 4 (C): 0.20



# C4H6LiO2

A molecular structure, C4H6LiO2 (ωB97M-V with the def2-TZVPD basis set, OMol25).

Element x y z (Å)
1 O -2.3082 1.1790 0.1249
2 H 2.3856 -2.1301 -0.4259
3 C 1.7564 -1.2316 -0.3605
4 C -1.1029 0.6437 -0.3720
5 H -1.2510 0.2425 -1.3908
6 Li 2.7916 0.8613 0.9734
7 H -0.3160 1.4201 -0.4014
8 C 0.5520 -1.1876 0.1130
9 H -0.5081 -0.0632 1.5647
10 H -2.6077 1.8908 -0.4461
11 O 2.7718 0.0636 -0.5923
12 C -0.6642 -0.4873 0.5597
13 H -1.4995 -1.2012 0.6532

## Properties
2S+1   2
Gap between HOMO and LUMO (alpha / beta)   6.77 / 7.12 eV
Molar mass   93.0 u
E_tot   -313.882592 hartree
Highest occupied orbital energy (alpha / beta)   -7.534 / -7.909 eV

These are the natural (NBO) partial charges, in e, on atoms 1 to 4: atom 1 (O): -0.73, atom 2 (H): 0.20, atom 3 (C): -0.04, atom 4 (C): -0.05



# C4H6LiO2Sc

A molecular structure, C4H6LiO2Sc (ωB97M-V with the def2-TZVPD basis set, OMol25).

Element x y z (Å)
1 Li 2.9761 1.8719 0.9711
2 H 0.3960 -0.0633 -1.6326
3 Sc 0.4604 2.4795 -0.0382
4 H -1.9834 -0.0081 -1.1482
5 H 1.1701 -1.5379 -1.3170
6 C -1.6672 0.2672 -0.1159
7 O -1.3078 1.6013 -0.0372
8 H -0.9807 -1.7432 0.2607
9 O 2.1870 -0.6766 1.3210
10 H -2.5506 0.0624 0.5282
11 H -0.4283 -0.5584 1.3926
12 C 0.7082 -0.6913 -0.7848
13 C 1.5909 -0.2826 0.2906
14 C -0.5706 -0.7209 0.3098

## Properties
2S+1   1
Gap between HOMO and LUMO (alpha / beta)   5.15 / 5.17 eV
Molar mass   138.0 u
E_tot   -1074.551669 hartree
Highest occupied orbital energy (alpha / beta)   -5.597 / -5.607 eV

These are the natural (NBO) partial charges, in e, on atoms 1 to 4: atom 1 (Li): 0.61, atom 2 (H): 0.23, atom 3 (Sc): 0.69, atom 4 (H): 0.15



# C4H6LiO7Zn

A molecular structure, C4H6LiO7Zn (ωB97M-V with the def2-TZVPD basis set, OMol25).

Element x y z (Å)
1 H 1.7473 0.0974 0.5493
2 O 3.7024 -0.2564 -0.7279
3 O -4.2181 1.0177 0.0283
4 O 3.4859 -2.2546 0.2493
5 H 3.0692 -2.4763 -0.5915
6 C -0.0306 0.8165 -0.0146
7 C 3.5807 -0.9090 0.3480
8 O -2.2406 0.2294 0.6136
9 H -0.2211 1.6193 -0.7412
10 C -1.1110 -0.2478 -0.1074
11 O 1.2296 0.2576 -0.3131
12 H -1.3763 -0.4315 -1.1581
13 O -3.7986 -1.1304 -0.2870
14 Li -5.5012 -0.2425 -0.7444
15 C -3.4630 0.0160 0.0984
16 H -0.0223 1.2585 0.9947
17 H -0.7566 -1.1917 0.3316
18 O 3.5521 -0.4438 1.5058
19 Zn 2.5504 1.0289 -1.6321

## Properties
2S+1   1
Net charge   -1
Gap between HOMO and LUMO   2.52 eV
Molar mass   238.4 u
E_tot   -2469.669195 hartree
Highest occupied orbital energy   -1.697 eV

These are the natural (NBO) partial charges, in e, on atoms 1 to 4: atom 1 (H): 0.53, atom 2 (O): -0.96, atom 3 (O): -0.84, atom 4 (O): -0.73